Molecular formula: C5H7N
Method: DFT, ωB97M-V/def2-TZVPD

```
13
Properties=species:S:1:pos:R:3:forces:R:3
C -1.305 -0.665 0.293 0.0 0.0 0.1
C -0.149 0.085 -0.356 -0.1 0.2 0.2
C -0.518 1.429 -0.741 -0.3 1.0 -0.1
N -0.749 2.546 -0.514 -0.2 -0.8 -1.1
C 1.097 0.430 0.452 0.2 0.1 0.2
C 1.125 -0.735 -0.482 0.0 0.0 -0.1
H -0.939 -1.519 0.872 0.0 0.2 0.0
H -1.889 -0.016 0.950 0.1 0.0 -0.1
H -1.972 -1.061 -0.482 0.1 0.1 0.1
H 0.859 0.675 1.480 0.6 -1.2 0.4
H 1.647 1.244 -0.012 -0.2 0.1 0.2
H 0.986 -1.757 -0.134 0.0 0.3 -0.1
H 1.807 -0.656 -1.325 -0.2 0.1 0.1
```
Positions in Å, forces in eV/Å.

Computed properties:
ΔE to the lowest compared entry with this formula, charge and spin: 54.46 kcal per mole
calculated total energy: -6786.1511 eV
structure (SMILES): CC1(C#N)CC1
charge: 0